Entry 1:
The following is a DFT calculation (wB97M-V/def2-TZVPD) of a 2-piece molecular cluster, C11H23NO overall in a non-equilibrium geometry.

For the calculated total energy, the calculation gives -562.74585 Ha. The calculation puts the relative energy (zero: lowest compared OMol25 entry of this formula, charge and spin) at 1.522 eV. Its gap between HOMO and LUMO is 7.807 eV. As for the net charge: 0. Its maximum force is 3.73 eV/A. The molar mass is 185.3 g/mol.

```
36
Properties=species:S:1:pos:R:3:nbo_charge:R:1
H 3.286 -1.656 -2.468 0.20
H -0.800 -3.346 -0.091 0.21
H -1.027 -1.365 -1.361 0.21
C -2.828 -1.426 -0.452 -0.59
C 2.175 0.686 2.314 -0.44
C -2.403 1.937 -0.422 -0.60
C -1.278 -1.263 -0.283 -0.31
C -1.001 1.309 -0.443 -0.28
H 3.542 -1.584 -0.636 0.21
C 1.553 -0.078 0.123 0.36
H 1.094 -1.143 -1.656 0.22
C 3.260 -1.072 -1.471 -0.60
H 0.776 1.852 0.459 0.22
H 3.057 0.619 2.857 0.20
H 1.493 -0.054 2.824 0.19
C 0.015 2.421 -0.099 -0.63
C -0.838 -2.481 0.499 -0.60
H -3.254 -1.267 0.472 0.20
C 1.830 -0.494 -1.254 -0.52
H 0.049 -2.273 1.070 0.22
H -0.427 0.917 1.917 0.48
H -1.602 -2.685 1.135 0.20
H -0.750 1.052 -1.531 0.20
H -0.344 3.161 0.549 0.20
H -2.893 -2.461 -0.910 0.22
H 0.448 2.792 -0.985 0.22
N 2.411 0.309 0.955 -0.52
O -1.004 0.162 1.671 -0.74
H 1.813 1.742 2.327 0.19
H -2.513 2.144 0.646 0.20
H -3.143 1.234 -0.612 0.20
H 1.718 0.421 -1.817 0.23
H -2.572 2.740 -1.047 0.21
H 4.058 -0.335 -1.528 0.21
H -3.118 -0.509 -1.076 0.20
C -0.785 -0.005 0.321 0.41
```

***

Entry 2:
The following is a DFT calculation (wB97M-V/def2-TZVPD) of C11H23NO10S as an isolated structure.

For the calculated total energy, the calculation gives -1638.28089 Ha. Its gap between HOMO and LUMO is 10.053 eV. As for the net charge: 0. Its maximum force is 0.39 eV/A. The molar mass is 361.4 g/mol.

```
46
Properties=species:S:1:pos:R:3:nbo_charge:R:1
C 0.185 6.063 2.031 -0.64
N 0.436 1.024 -1.586 -0.83
O 0.123 -4.641 2.141 -0.64
H 4.810 3.879 2.636 0.19
H -0.584 -2.273 3.356 0.19
O -2.296 1.830 -3.174 -0.93
H -0.095 3.974 1.541 0.19
C 0.272 4.890 1.080 -0.07
O -3.598 0.630 -4.905 -0.88
H -0.232 -0.959 2.201 0.19
H -0.859 6.252 2.283 0.22
C -0.642 -0.671 -3.230 0.04
C -1.052 -5.978 0.131 -0.07
H 1.425 -0.453 -2.660 0.20
O -1.314 -0.069 -4.369 -0.69
H -0.033 -6.288 0.359 0.20
C -1.775 -0.907 -2.190 -0.11
H 0.958 -2.264 2.474 0.20
H 5.493 3.215 1.126 0.20
H -0.293 5.078 0.169 0.19
C -2.058 -6.680 1.014 -0.64
H -3.066 -6.323 0.804 0.21
C 0.554 0.200 -2.765 -0.25
H -1.895 -1.956 -1.934 0.22
H -2.026 -7.753 0.822 0.22
C 2.418 4.037 1.473 0.98
C -0.534 -4.033 1.337 0.98
H 4.251 2.305 2.034 0.19
O -0.722 -2.712 1.328 -0.50
H -1.638 -0.321 -1.286 0.19
H -1.253 -6.158 -0.923 0.19
O -3.004 -0.493 -2.818 -0.68
H 0.594 6.960 1.567 0.21
C 4.603 3.292 1.742 -0.25
H 0.074 0.547 -0.775 0.35
H -0.272 -1.622 -3.605 0.21
O 3.630 3.953 0.927 -0.49
H 0.729 5.857 2.951 0.23
H 0.764 0.858 -3.610 0.23
O 2.104 3.600 2.552 -0.66
H -0.090 1.872 -1.750 0.38
O 1.620 4.677 0.621 -0.49
C -0.099 -2.014 2.416 -0.26
H -1.832 -6.513 2.066 0.23
S -2.640 0.634 -3.869 2.57
O -1.143 -4.543 0.266 -0.50
```